1) ORCA calculation (ωB97M-V with the def2-TZVPD basis set) on 7 unconnected molecules or ions with the total composition H14O7.

Output
- Net charge: 0
- Frontier orbital gap: 11.261 eV
- SMILES: O.O.O.O.O.O.O

```
21
Properties=species:S:1:pos:R:3:lowdin_charge:R:1
O 2.327 2.244 2.259 -0.05
H 1.460 1.938 1.992 0.01
H 2.434 1.914 3.151 0.03
O 1.735 1.300 -2.058 -0.05
H 1.595 0.717 -2.804 0.02
H 2.515 0.954 -1.624 0.03
O -4.930 -2.541 -1.399 -0.05
H -4.018 -2.450 -1.677 0.02
H -5.120 -3.473 -1.503 0.03
O -1.115 -2.079 -2.838 -0.05
H -0.482 -2.797 -2.836 0.03
H -1.015 -1.673 -3.699 0.03
O -0.899 0.075 1.286 -0.05
H -0.284 -0.173 0.596 0.03
H -1.400 -0.722 1.459 0.03
O -1.231 4.234 1.975 -0.05
H -0.916 4.086 2.867 0.03
H -1.484 3.365 1.662 0.02
O 3.419 -1.499 0.754 -0.05
H 3.057 -1.729 1.610 0.03
H 4.354 -1.691 0.829 0.03
```

---

2) ORCA calculation (ωB97M-V with the def2-TZVPD basis set) on 7 unconnected molecules or ions with the total composition H14O7.

Output
- Net charge: 0
- Frontier orbital gap: 10.517 eV
- SMILES: O.O.O.O.O.O.O

```
21
Properties=species:S:1:pos:R:3:lowdin_charge:R:1
O -0.578 0.064 0.978 -0.05
H -0.236 -0.707 0.511 0.02
H 0.213 0.540 1.256 0.01
O 2.874 2.038 -0.649 -0.09
H 3.778 2.282 -0.879 0.05
H 2.545 1.589 -1.436 0.05
O -5.273 1.234 0.518 -0.06
H -6.221 1.065 0.569 0.03
H -4.948 1.013 1.397 0.03
O -1.868 -3.487 -3.586 -0.06
H -1.682 -2.758 -2.984 0.03
H -1.342 -4.217 -3.239 0.03
O 4.358 0.340 0.233 -0.07
H 4.039 0.374 -0.676 0.02
H 5.192 0.822 0.206 0.04
O -2.354 -2.441 1.125 -0.05
H -1.816 -2.178 0.369 0.01
H -1.899 -3.213 1.479 0.04
O 1.958 2.285 1.402 -0.06
H 1.011 2.449 1.325 0.04
H 2.248 2.905 2.081 0.05
```

---

3) ORCA calculation (ωB97M-V with the def2-TZVPD basis set) on 7 unconnected molecules or ions with the total composition H14O7.

Output
- Net charge: 0
- Frontier orbital gap: 10.941 eV
- SMILES: O.O.O.O.O.O.O

```
21
Properties=species:S:1:pos:R:3:lowdin_charge:R:1
O 26.694 11.946 10.908 -0.16
H 25.748 12.285 10.763 0.03
H 26.902 11.937 11.965 0.13
O 24.977 9.026 12.978 -0.02
H 25.316 8.992 12.146 -0.08
H 24.321 8.323 13.056 0.05
O 25.722 8.762 10.236 -0.08
H 26.212 9.469 9.827 0.03
H 25.486 8.055 9.515 0.14
O 23.033 11.440 7.825 0.00
H 22.165 11.535 7.699 -0.01
H 23.393 12.141 8.457 0.11
O 22.238 7.721 9.428 -0.09
H 21.807 7.716 8.572 0.02
H 22.264 8.699 9.580 0.00
O 23.338 10.112 10.022 -0.10
H 24.314 10.010 9.850 0.04
H 23.014 10.797 9.403 0.00
O 23.861 12.233 12.006 -0.04
H 23.739 11.372 11.739 -0.06
H 23.798 12.051 12.959 0.07
```

---

4) ORCA calculation (ωB97M-V with the def2-TZVPD basis set) on 7 unconnected molecules or ions with the total composition H14O7.

Output
- Net charge: 0
- Frontier orbital gap: 9.796 eV
- SMILES: O.O.O.O.O.O.O

```
21
Properties=species:S:1:pos:R:3:lowdin_charge:R:1
O 0.135 -2.695 -1.333 -0.04
H -0.319 -2.111 -1.919 0.04
H 1.085 -2.498 -1.374 0.06
O -1.701 3.723 0.829 -0.08
H -2.371 4.386 0.596 0.04
H -1.760 2.850 0.396 -0.01
O -1.712 1.605 -0.860 -0.02
H -1.119 1.632 -1.613 0.08
H -2.502 2.033 -1.154 0.07
O 0.803 1.307 2.307 -0.04
H 0.341 0.771 1.687 -0.04
H 1.390 0.719 2.781 0.03
O 1.709 -3.930 1.011 -0.07
H 2.150 -4.318 0.197 0.07
H 0.857 -3.607 0.716 0.00
O 1.750 0.847 -0.641 -0.06
H 1.075 0.210 -0.447 -0.05
H 2.066 0.546 -1.519 0.04
O -0.377 -0.401 0.413 -0.06
H -0.975 0.193 -0.015 -0.01
H -0.524 -1.261 -0.057 0.06
```

---

Most stable to least stable, the ends of the list are 1) and 2).

---

1) ORCA calculation (ωB97M-V with the def2-TZVPD basis set) on 7 unconnected molecules or ions with the total composition H14O7.

Output
- Net charge: 0
- Frontier orbital gap: 10.769 eV
- SMILES: O.O.O.O.O.O.O

```
21
Properties=species:S:1:pos:R:3:lowdin_charge:R:1
O -3.242 -0.017 -0.548 -0.07
H -2.911 -0.885 -0.244 0.01
H -3.072 0.138 -1.482 0.03
O -0.684 2.565 -1.075 -0.03
H 0.033 3.113 -1.406 0.07
H -1.173 3.228 -0.508 0.11
O 0.076 0.449 0.126 0.04
H -0.161 1.201 -0.379 -0.01
H -0.503 -0.111 0.118 -0.14
O 2.842 -0.163 0.254 -0.05
H 3.532 -0.050 0.861 0.02
H 1.909 0.112 0.282 0.00
O -1.269 -1.961 0.325 -0.10
H -0.216 -2.075 0.204 0.12
H -1.280 -1.852 1.283 0.05
O 0.766 0.521 2.627 -0.15
H 0.150 0.865 1.868 0.06
H 1.053 -0.439 2.681 0.06
O 1.389 -1.897 -1.583 -0.01
H 1.796 -1.276 -1.075 -0.08
H 0.963 -1.467 -2.330 0.06
```

---

2) ORCA calculation (ωB97M-V with the def2-TZVPD basis set) on 7 unconnected molecules or ions with the total composition H14O7.

Output
- Net charge: 0
- Frontier orbital gap: 10.793 eV
- SMILES: O.O.O.O.O.O.O

```
21
Properties=species:S:1:pos:R:3:lowdin_charge:R:1
O -0.012 -1.061 -0.953 -0.10
H -0.137 -1.297 -0.026 0.03
H -0.333 -0.154 -1.010 0.03
O -0.249 4.244 -3.233 -0.06
H -0.729 3.500 -3.614 0.03
H 0.303 3.842 -2.552 0.03
O 0.584 -0.059 3.650 -0.05
H 0.797 0.331 4.506 0.04
H 1.141 -0.844 3.606 0.03
O -1.151 1.556 0.860 -0.06
H -1.921 1.223 1.333 0.02
H -0.465 0.903 1.038 0.01
O 0.697 -0.113 -2.625 -0.08
H 0.381 -0.096 -3.535 0.05
H 1.473 -0.684 -2.657 0.06
O 2.742 -3.217 1.348 -0.06
H 3.183 -4.068 1.253 0.04
H 2.139 -3.347 2.089 0.03
O -3.102 -0.044 0.380 -0.06
H -2.306 -0.472 0.717 0.02
H -3.034 -0.142 -0.576 0.05
```

---

3) ORCA calculation (ωB97M-V with the def2-TZVPD basis set) on 7 unconnected molecules or ions with the total composition H14O7.

Output
- Net charge: 0
- Frontier orbital gap: 10.036 eV
- SMILES: O.O.O.O.O.O.O

```
21
Properties=species:S:1:pos:R:3:lowdin_charge:R:1
O 0.820 1.795 -0.738 -0.11
H 1.488 1.437 -0.143 0.04
H 0.056 1.224 -0.603 -0.02
O -1.669 1.345 -0.616 -0.04
H -2.437 1.218 -0.047 0.06
H -1.780 0.685 -1.309 0.06
O 0.082 -0.952 2.682 -0.07
H -0.549 -0.773 3.388 0.01
H 0.192 -0.100 2.245 0.04
O 1.671 -3.308 -0.209 -0.05
H 1.919 -2.914 -1.054 0.02
H 1.705 -2.571 0.412 0.02
O -2.416 -0.266 3.156 -0.06
H -2.097 -0.561 2.295 0.03
H -2.691 -1.078 3.595 0.06
O 0.043 2.598 -2.589 -0.08
H -0.327 3.019 -3.372 0.04
H -0.073 1.655 -2.752 0.03
O 1.782 -0.519 -1.547 -0.04
H 2.450 -0.952 -2.091 0.05
H 1.833 -0.981 -0.703 0.01
```

---

4) ORCA calculation (ωB97M-V with the def2-TZVPD basis set) on 7 unconnected molecules or ions with the total composition H14O7.

Output
- Net charge: 0
- Frontier orbital gap: 9.686 eV
- SMILES: O.O.O.O.O.O.O

```
21
Properties=species:S:1:pos:R:3:lowdin_charge:R:1
O -0.750 -0.493 -1.552 -0.07
H -0.020 0.021 -1.915 0.04
H -1.390 0.172 -1.275 0.05
O -4.599 1.632 -0.009 -0.05
H -3.685 1.403 -0.209 0.02
H -4.630 2.590 -0.116 0.04
O 0.040 0.503 0.225 -0.08
H -0.154 1.144 -0.468 0.05
H 0.976 0.634 0.412 0.02
O 2.369 -0.594 -1.252 -0.04
H 1.774 -0.528 -0.497 -0.01
H 2.923 -1.355 -1.048 0.05
O -0.040 -1.646 1.813 -0.05
H 0.897 -1.835 1.932 0.05
H -0.359 -1.468 2.705 0.06
O 2.827 2.868 0.476 -0.05
H 2.424 2.461 1.252 0.03
H 2.116 2.885 -0.175 0.03
O -0.599 -2.931 -0.198 -0.08
H 0.162 -3.443 0.099 0.03
H -0.282 -2.020 -0.199 -0.03
```

---

Most stable to least stable, the ends of the list are 2) and 4).

---

1) ORCA calculation (ωB97M-V with the def2-TZVPD basis set) on 7 unconnected molecules or ions with the total composition H14O7.

Output
- Net charge: 0
- Frontier orbital gap: 11.234 eV
- SMILES: O.O.O.O.O.O.O

```
21
Properties=species:S:1:pos:R:3:lowdin_charge:R:1
O -0.378 0.863 -1.562 0.00
H -0.793 0.790 -0.702 0.04
H -1.105 1.018 -2.065 -0.04
O -0.445 -1.609 2.821 -0.05
H -0.022 -1.957 3.608 0.04
H -1.349 -1.811 2.947 0.01
O 3.107 2.960 -4.681 -0.02
H 2.516 2.733 -3.970 0.03
H 2.486 3.034 -5.347 -0.01
O -2.185 1.792 3.372 -0.08
H -1.788 0.958 3.134 -0.01
H -3.155 1.701 3.138 0.07
O -2.015 -2.071 -3.680 -0.09
H -2.520 -2.527 -4.437 0.08
H -2.482 -1.302 -3.364 0.01
O 2.323 -1.961 0.424 -0.08
H 2.082 -1.983 -0.499 0.01
H 2.696 -2.902 0.386 0.07
O 0.919 0.428 3.357 -0.07
H 1.713 0.946 3.118 0.06
H 0.394 0.902 4.002 0.02
```

---

2) ORCA calculation (ωB97M-V with the def2-TZVPD basis set) on 7 unconnected molecules or ions with the total composition H14O7.

Output
- Net charge: 0
- Frontier orbital gap: 9.793 eV
- SMILES: O.O.O.O.O.O.O

```
21
Properties=species:S:1:pos:R:3:lowdin_charge:R:1
O -1.867 -0.935 2.279 -0.02
H -2.456 -1.664 2.085 0.08
H -2.449 -0.215 2.522 0.09
O 1.046 3.629 -0.930 -0.06
H 0.606 2.935 -0.439 -0.03
H 1.973 3.525 -0.714 0.03
O 1.665 0.520 -2.350 -0.03
H 2.531 0.178 -2.572 0.08
H 1.531 1.247 -2.958 0.07
O 0.525 -2.000 2.871 -0.06
H 0.187 -2.891 2.779 0.03
H -0.223 -1.438 2.667 -0.04
O -1.590 -0.739 -0.532 -0.03
H -1.819 -0.801 0.395 0.00
H -2.221 -0.116 -0.894 0.07
O 0.462 1.333 0.409 -0.04
H 0.857 1.122 -0.437 0.01
H -0.064 0.564 0.627 0.02
O 0.580 -1.777 -1.650 -0.08
H -0.210 -1.524 -1.174 -0.04
H 0.935 -0.953 -1.984 -0.05
```

---

Most stable to least stable, the ends of the list are 2) and 1).

---

1) ORCA calculation (ωB97M-V with the def2-TZVPD basis set) on a single C4H6N2O2 molecule.

Output
- Net charge: 0
- Frontier orbital gap: 8.203 eV
- SMILES: Nn1c(O)ccc1O

```
14
Properties=species:S:1:pos:R:3:lowdin_charge:R:1
N 1.904 -0.039 -0.027 0.13
N 0.457 -0.030 -0.127 -0.08
C -0.209 -1.031 0.436 -0.31
O 0.620 -2.159 0.501 -0.02
C -1.525 -0.555 0.568 -0.04
C -1.482 0.801 0.271 -0.14
C -0.323 1.175 -0.034 -0.20
O 0.085 2.019 -1.276 -0.02
H 2.162 -0.476 0.739 0.01
H 2.097 -0.381 -1.053 0.16
H 0.064 -3.151 0.625 0.24
H -2.366 -0.776 1.179 0.09
H -2.405 1.365 -0.070 0.15
H -0.480 2.682 -1.591 0.03
```

---

2) ORCA calculation (ωB97M-V with the def2-TZVPD basis set) on 2 unconnected molecules or ions with the total composition C4H6N2O2.

Output
- Net charge: 0
- Frontier orbital gap: 8.232 eV

```
14
Properties=species:S:1:pos:R:3:lowdin_charge:R:1
C 0.142 0.419 1.440 -0.17
C 1.846 0.055 -0.938 -0.49
C -1.422 0.626 -0.054 -0.23
C 0.420 -0.632 0.557 -0.17
N -0.890 1.158 1.114 0.00
N -0.737 -0.675 -0.362 0.04
O 1.091 -0.084 -1.891 0.04
O 2.843 0.317 -0.452 0.18
H 0.746 0.725 2.228 0.10
H -2.556 0.453 0.196 0.14
H -1.248 1.354 -1.054 0.18
H 1.077 -1.493 0.882 0.14
H -1.064 -1.594 -0.370 0.14
H -0.248 -0.628 -1.297 0.10
```

---

Most stable to least stable, the ends of the list are 2) and 1).

---

1) ORCA calculation (ωB97M-V with the def2-TZVPD basis set) on a single C4H6N2O2 molecule.

Output
- Net charge: 0
- Frontier orbital gap: 9.585 eV
- SMILES: O[C@@H]1C=NN=COC1

```
14
Properties=species:S:1:pos:R:3:lowdin_charge:R:1
O 1.845 -0.142 -0.340 0.01
C 0.735 0.658 -0.539 -0.36
C 0.444 1.196 0.866 -0.07
N -0.221 0.564 1.822 0.00
N -0.501 -0.766 1.850 0.03
C -0.929 -1.350 0.786 -0.25
O -0.946 -1.156 -0.501 -0.01
C -0.554 0.008 -1.165 -0.12
H 1.470 -1.001 -0.157 0.09
H 0.965 1.581 -1.151 0.16
H 0.574 2.269 0.973 0.10
H -1.218 -2.377 0.999 0.13
H -1.441 0.714 -1.228 0.15
H -0.223 -0.196 -2.214 0.14
```

---

2) ORCA calculation (ωB97M-V with the def2-TZVPD basis set) on a single C4H6N2O2 molecule.

Output
- Net charge: 0
- Frontier orbital gap: 9.611 eV
- SMILES: Cn1c(=O)ccn1O

```
14
Properties=species:S:1:pos:R:3:lowdin_charge:R:1
C -0.178 1.886 -0.298 0.00
N -0.149 0.452 0.056 -0.10
C -1.244 -0.367 0.196 -0.45
O -2.415 -0.047 0.392 0.05
C -0.747 -1.724 -0.137 0.05
C 0.599 -1.632 -0.265 -0.02
N 0.975 -0.262 -0.308 -0.17
O 2.017 0.017 0.550 -0.02
H 0.036 2.084 -1.403 0.11
H 0.669 2.403 0.247 0.10
H -1.185 2.211 -0.028 0.08
H -1.359 -2.577 -0.061 0.10
H 1.337 -2.411 -0.437 0.13
H 1.645 -0.033 1.495 0.15
```

---

Most stable to least stable, the ends of the list are 2) and 1).